Entry 1:
83
Properties=species:S:1:pos:R:3:forces:R:3 method="wB97M-V/def2-TZVPD" total_charge=+1 orbital_gap_ev=7.13 de_lowest_kcal_mol=11.7
C 0.240 1.297 3.030 0.3 0.6 -0.5
H -6.662 1.726 0.845 0.0 -0.3 -0.2
H 6.022 -2.581 -8.819 0.0 0.0 0.0
H -1.422 4.941 4.036 0.0 -0.3 -0.4
H -1.183 2.001 4.914 -0.2 0.3 0.1
C -6.798 -1.018 2.559 0.2 0.3 0.1
H 6.775 -2.775 -4.261 0.0 0.0 0.0
C -0.772 2.982 4.660 1.2 0.1 -0.9
C -5.297 1.313 5.898 0.6 -0.7 -1.5
H 1.056 1.454 -3.165 0.0 0.0 0.0
H -5.926 5.806 4.942 0.0 -0.3 0.1
H 7.329 -4.940 -7.367 0.0 0.0 0.0
H -4.387 0.801 6.232 -0.3 0.3 0.4
H 1.288 -1.677 -3.763 0.0 0.0 0.0
H 1.219 -2.403 0.480 0.0 0.0 0.0
N -4.823 2.627 5.412 0.2 0.7 0.4
C 0.882 -0.497 -0.497 -0.1 -0.1 0.0
C -5.751 0.986 3.393 0.0 0.1 -0.1
H -5.324 1.957 3.138 -0.1 -0.2 0.2
C 1.862 1.049 -3.781 0.1 0.0 0.1
C -1.767 3.905 3.928 -0.5 -0.3 1.2
H -6.045 1.426 6.684 0.2 0.2 -0.1
H 7.413 -3.509 -9.367 0.0 0.0 0.0
H 5.867 -4.519 -5.493 0.0 0.0 0.0
C -5.811 0.508 4.688 -0.1 0.5 0.7
H -0.793 0.926 3.126 0.1 0.3 -0.1
C 0.502 -1.034 -1.876 0.0 0.1 0.0
H 3.902 -3.069 -5.626 0.0 0.0 0.0
H -0.308 -1.189 3.388 0.1 0.2 0.2
H 4.332 -2.528 -7.229 0.0 0.0 0.0
C 0.424 2.701 3.675 -0.6 -1.1 0.9
H 3.034 0.257 -2.155 0.0 0.0 0.0
C 5.567 -4.125 -6.468 0.0 0.0 0.1
H -6.404 -1.177 5.920 0.0 0.2 -0.1
C -6.354 -0.746 4.921 0.0 -0.1 0.3
C 1.732 -1.450 0.329 0.1 0.1 0.1
H -0.061 -1.965 -1.753 0.0 0.0 0.0
H -0.363 3.433 5.573 -0.5 0.1 -0.1
H 1.348 2.614 4.260 -0.1 0.3 -0.3
H 1.008 -1.603 4.463 0.3 0.5 -0.1
C 6.061 -1.951 -4.267 0.1 0.1 -0.1
O 1.106 0.339 3.631 -0.2 -0.3 -0.1
C -5.598 3.688 5.384 -2.2 0.3 0.7
C -3.198 3.843 4.500 2.9 0.9 -1.3
H -6.370 0.062 0.157 -0.2 0.3 0.1
H 5.243 -2.199 -3.586 0.0 0.0 0.0
H 0.460 1.390 1.953 0.1 -0.4 0.3
H 4.867 -0.804 -5.626 0.0 0.0 -0.1
C 2.582 -0.101 -3.085 -0.1 0.0 -0.1
C -6.096 0.791 0.923 0.5 0.0 0.7
H 4.910 -4.883 -6.908 0.0 0.0 0.0
C 6.810 -3.978 -7.344 -0.1 -0.1 -0.1
H -0.187 -0.329 -2.352 0.0 0.0 0.0
H -6.620 3.549 5.744 0.3 -0.2 0.0
C 1.682 -1.304 -2.812 0.1 -0.1 0.0
H 2.694 -1.651 -0.145 0.0 0.0 0.0
H 2.558 1.864 -3.986 -0.1 0.0 0.0
C 4.757 -2.841 -6.271 0.0 0.0 -0.1
C -6.227 0.222 2.333 -0.1 0.3 -1.1
C 5.533 -1.670 -5.670 -0.1 -0.1 0.1
C -6.843 -1.479 3.863 -0.4 -1.0 0.2
H 0.510 3.484 2.915 0.1 -0.1 0.2
F -3.479 6.165 3.991 0.3 -0.1 -0.1
C 0.373 -0.769 4.147 -0.3 0.0 0.1
H 3.410 -0.429 -3.720 0.0 0.0 0.1
H -7.192 -1.600 1.730 0.1 0.0 0.2
H 1.438 0.724 -4.733 0.0 0.0 0.0
H 1.401 0.461 -0.593 0.0 0.0 0.0
H 7.509 -3.264 -6.899 0.0 0.0 0.0
H 1.929 -1.013 1.311 0.1 -0.1 0.0
H -7.278 -2.455 4.080 0.1 0.2 -0.1
C -5.249 4.957 4.947 1.5 0.1 -0.7
H 6.361 -1.386 -6.324 0.0 0.0 0.0
H -0.194 -0.425 5.030 -0.1 -0.3 -0.2
H 5.831 -4.285 -9.256 0.0 0.0 0.0
C -3.948 5.048 4.465 -2.0 -1.2 0.9
N -3.580 2.686 4.961 -0.7 0.1 0.2
H 2.291 -2.116 -2.404 0.0 0.0 0.0
H -5.035 1.046 0.776 -0.3 0.0 -0.2
C 6.496 -3.563 -8.778 0.1 0.1 0.1
H -1.799 3.637 2.864 -0.1 0.1 0.2
H 6.572 -1.070 -3.874 0.0 0.0 0.1
H -0.042 -0.295 0.057 0.0 0.1 0.0

---

Entry 2:
19
Properties=species:S:1:pos:R:3:forces:R:3 method="wB97M-V/def2-TZVPD" total_charge=-1 multiplicity=2 s_squared=0.7506 orbital_gap_ev="2.61 / 9.12" de_lowest_kcal_mol=26.3
H 2.290 -0.453 0.228 -0.1 -0.4 0.2
H 1.353 2.184 -0.892 0.7 -1.8 -1.1
C 1.032 1.078 -1.114 -0.3 4.4 0.4
H -1.763 -3.533 -0.323 0.1 0.0 0.0
H -0.978 1.801 -1.675 0.6 0.0 -0.5
C 1.335 -0.359 0.750 -1.3 0.7 1.2
O -1.661 -4.478 -0.515 -0.1 -0.1 -0.2
H -0.372 0.881 0.356 0.3 -0.8 0.7
H -0.741 1.815 2.957 -0.2 -0.2 0.0
N 0.904 -0.959 1.785 0.7 -0.9 1.0
H 1.782 0.446 -1.597 0.1 0.2 0.6
C -0.088 1.320 -2.128 -0.3 -2.1 0.2
H -0.387 0.312 -2.505 -0.3 0.6 0.1
H -2.110 1.438 3.578 0.2 -0.1 -0.1
H 0.359 1.828 -2.982 -0.3 0.4 0.0
O -1.658 2.108 3.054 0.0 0.2 0.0
H -1.453 -4.483 -1.463 0.0 0.1 0.2
H 1.538 -1.655 2.250 -0.5 0.9 -1.2
N 0.619 0.709 0.236 0.7 -1.3 -1.6

---

Entry 3:
162
Properties=species:S:1:pos:R:3:forces:R:3 method="wB97M-V/def2-TZVPD" smiles=CC1(C)CCCC(C)(C)N1O.CC1(C)CCCC(C)(C)N1O.CC1(C)CCCC(C)(C)N1O.OCCO.OCCO.OCCO.OCCO.OCCO.OCCO.CO.CO orbital_gap_ev=8.20
C -1.723 -6.279 5.734 0.7 -0.9 -1.5
H -4.635 0.065 2.705 -0.1 -0.4 0.3
H -0.485 -2.409 4.745 -0.4 0.0 0.4
H -0.514 1.910 -1.224 -0.1 -0.1 0.4
H 1.366 3.519 -3.842 0.3 -0.5 0.0
H 1.283 -7.201 2.933 0.2 -0.4 -0.1
C -0.132 -0.366 0.761 -2.1 -1.7 0.1
H 2.928 0.325 -6.367 0.5 -0.2 -0.3
C 3.756 2.537 1.635 0.3 -0.7 1.0
H -2.571 -6.549 6.365 0.3 0.4 0.3
H -5.141 2.536 -2.037 -0.7 0.6 0.7
C 2.758 -0.519 -5.703 -0.9 0.4 0.5
H 1.694 0.705 3.878 0.0 0.3 0.2
C -0.898 0.131 -0.497 1.6 1.0 0.7
O -0.109 -0.185 -4.396 -0.1 -0.3 1.9
H 1.217 -3.854 5.592 0.2 0.0 0.2
C 4.744 -0.649 -0.411 -1.3 2.1 -0.1
O 0.149 -5.040 2.150 -0.6 0.4 -0.5
H 3.008 -0.146 4.743 0.2 0.0 -0.3
C -1.872 0.909 -6.225 0.9 0.1 -0.8
C 0.524 -7.549 3.629 -1.5 0.6 0.5
H -0.251 -1.477 0.798 0.2 0.6 0.0
H 0.661 4.775 3.779 0.7 0.8 0.1
C -2.983 4.663 2.362 0.2 1.0 1.4
C -5.478 1.691 -1.415 0.2 -1.4 -0.3
C -3.805 -0.575 2.394 0.2 1.4 0.0
H 2.233 -2.125 -7.765 0.6 0.0 0.2
H 1.003 -5.630 5.626 0.2 -0.2 0.5
O -0.890 1.558 -0.399 -0.2 0.3 -0.5
H -4.001 4.298 2.147 0.6 -0.1 -0.4
C -1.779 8.359 2.259 0.3 0.2 0.5
C -0.441 4.720 1.883 -1.6 -0.1 0.9
H -1.401 -8.461 2.114 -0.6 -0.6 0.4
H 1.717 -4.863 4.211 0.1 0.1 0.3
O 1.037 1.825 -2.766 -0.5 1.1 -0.5
H -0.126 -4.424 -0.402 0.3 0.3 -0.3
H 4.231 -0.714 -2.529 -0.1 -0.1 0.2
C -1.552 -4.822 5.410 -0.8 1.4 -0.2
C 1.959 2.786 -3.263 0.2 1.0 0.1
C 0.983 -4.745 5.021 -0.7 0.3 -1.5
H -4.192 -0.751 -0.308 -0.3 0.3 0.7
H 1.756 -0.340 1.408 -0.4 -0.3 0.5
C 2.666 3.642 -2.198 -0.2 -0.7 -0.5
H -0.179 -2.796 -1.205 0.1 -0.1 0.1
H 0.534 0.481 -4.171 0.4 0.9 0.7
H 0.271 2.235 -5.375 0.3 0.1 0.1
H -1.579 -2.919 3.442 0.0 0.0 -0.3
H -2.435 -0.030 -6.294 0.1 0.3 0.4
H -2.129 -8.044 4.562 -0.2 0.0 -0.3
H -0.098 2.742 -6.984 0.6 -0.9 0.1
H -3.769 6.639 2.754 0.2 0.1 -0.2
O 1.209 -0.005 0.686 0.7 0.8 -0.9
H 1.155 7.002 1.410 -0.6 -0.2 0.5
O 5.979 1.601 1.718 -0.1 -1.7 0.6
C -2.043 -3.769 -0.761 0.7 0.6 1.5
H 0.577 -2.433 -7.479 0.0 0.4 -0.2
H -1.467 5.739 4.638 -0.1 -0.3 -0.8
H -2.275 1.609 -6.992 0.4 -0.5 0.4
C 3.727 -0.850 -1.560 1.4 -1.8 -0.2
O 0.726 6.726 2.243 0.1 0.4 -0.2
H -3.076 0.189 2.025 -0.1 -0.8 0.1
H 4.528 0.995 2.953 0.0 0.4 -0.1
H -0.682 3.792 3.896 -0.4 -0.2 -0.3
H -2.395 8.844 3.012 -0.1 0.2 0.2
C -0.600 -3.064 3.882 0.9 -0.7 1.0
C -0.812 -6.831 3.336 -1.6 -0.2 0.6
C 0.962 -0.529 -8.363 -0.2 1.1 -0.4
H -1.460 -3.954 1.206 -0.4 0.1 -0.9
H 1.180 -2.425 -4.103 -0.2 0.6 0.0
C -0.406 0.088 -7.970 2.1 -1.5 -0.2
H -1.317 -4.551 -2.873 -0.1 0.2 0.2
N -0.567 6.211 1.870 0.5 0.1 -0.4
H -3.609 -2.135 1.293 -0.4 0.1 -0.3
H 4.103 -0.429 0.487 0.7 -0.3 -0.3
H -2.848 -6.552 3.852 -0.2 -0.1 0.3
H -1.693 3.043 1.667 -0.3 -0.4 0.0
H -6.407 1.248 -1.811 0.6 0.0 -0.6
C 4.844 1.941 2.472 0.1 -1.1 1.4
H 5.313 0.260 -0.652 -0.4 0.3 0.2
H -2.404 -4.748 -0.991 -0.8 -0.9 0.2
O 3.758 2.994 -1.557 -0.1 0.3 0.0
H 1.020 -0.931 -9.366 -0.5 0.0 -0.5
H -0.754 -6.673 6.147 -1.1 0.1 0.0
H -3.060 6.437 1.128 0.1 -0.1 0.6
C 1.336 -1.631 -7.423 -0.9 -0.6 -1.0
H 5.121 2.640 3.282 -0.2 -0.1 -0.3
H 1.367 -0.708 4.889 -0.5 -0.1 0.4
C 0.080 4.110 3.182 0.0 -0.3 0.9
H -1.932 -0.208 -0.599 0.3 -0.5 0.2
H 3.287 -1.873 -1.563 0.4 0.4 0.1
C -0.420 -4.548 4.363 -0.8 0.7 1.1
O 2.735 0.094 -1.467 -1.4 1.3 0.1
H -0.619 -0.005 1.699 0.3 0.2 -0.7
H 0.983 -5.522 2.188 0.1 -0.2 0.4
O -0.483 -4.427 -2.416 0.9 -0.5 -0.9
C 2.066 -0.260 4.207 -0.5 0.3 -0.3
C -1.449 6.729 4.177 0.1 0.3 1.0
O -5.752 1.890 -0.036 0.9 0.4 -0.1
H -3.372 -1.117 3.252 -0.3 0.2 -0.3
H -6.601 2.314 0.005 -0.5 0.3 0.3
H 0.220 -2.715 3.264 -0.1 -0.3 -0.6
H -0.462 7.098 4.440 0.0 0.5 0.2
H -1.462 -4.178 6.293 0.6 -0.2 0.0
N -0.743 -5.405 3.219 1.4 1.3 -1.1
C -0.610 -3.803 -1.172 -0.1 0.1 -0.1
H -2.246 7.250 4.730 0.4 0.3 -0.2
H 2.070 -0.128 -0.764 0.5 0.2 0.0
N 0.095 -0.485 -5.692 0.9 -0.9 -2.7
H 3.601 -1.239 -5.629 -0.6 0.5 -0.5
C 1.397 -1.190 -6.011 -0.3 -1.5 2.1
H 4.152 3.768 0.216 -0.1 0.1 -0.7
H -2.496 -4.414 4.979 0.4 -0.5 -0.1
H 2.654 -0.075 -4.726 0.2 0.2 0.7
C -1.633 6.894 2.681 -0.2 -1.9 -1.2
H 1.466 1.810 -6.624 -0.3 0.3 -0.1
H -2.002 4.331 0.523 -0.2 -0.3 0.0
H -2.321 8.499 1.323 0.2 -0.3 -0.2
H -3.910 0.872 -2.606 0.0 0.0 0.0
H 6.280 2.344 1.238 0.3 1.5 -0.8
H -3.482 1.244 -0.936 0.5 0.7 0.1
O 2.153 -1.079 3.031 0.4 0.3 0.5
C 1.343 -2.516 -5.179 -0.3 0.7 0.6
C -1.987 -6.976 4.362 1.6 -0.9 1.1
H 1.534 1.081 -2.460 0.9 -1.1 0.6
H 1.686 0.290 -8.382 0.3 -0.1 0.2
H -0.836 8.910 2.211 0.0 -0.2 0.1
H 0.790 -7.210 4.623 0.5 -0.7 0.2
H 3.000 -1.496 3.137 0.5 -0.7 -0.5
H -2.649 -3.028 -1.259 -0.1 0.3 -0.2
H 0.547 -3.177 -5.526 0.2 0.0 -0.2
H -0.683 -7.259 1.250 0.2 0.4 -0.2
H -1.936 1.402 -5.270 -0.4 -0.1 0.5
C 0.392 1.910 -6.414 0.1 1.1 0.5
H 3.119 4.479 -2.728 -0.2 0.3 0.2
C -1.387 -7.388 2.070 1.1 -0.4 -1.7
C 0.502 4.268 0.784 0.9 0.8 1.1
H 1.499 4.709 1.068 -0.7 -0.5 -0.7
H 0.311 -8.623 3.545 0.6 0.3 0.2
H 3.423 1.809 0.901 0.0 0.0 -0.5
C -4.239 0.807 -1.565 -0.3 -0.1 0.2
O 4.410 3.645 1.128 -0.1 1.3 -0.6
H 1.908 3.944 -1.473 0.1 0.3 0.0
H -0.296 -0.106 -1.390 -0.4 -0.6 0.2
O -4.325 -0.548 -1.235 -0.5 -0.7 -1.1
C -2.921 6.196 2.206 -1.1 -0.1 -0.2
O -2.073 -3.436 0.635 -0.6 0.1 0.6
H 6.257 -1.496 0.446 0.7 0.5 0.8
C -0.347 0.609 -6.534 -2.6 0.2 -1.6
H -2.322 -6.983 1.714 -0.4 0.2 0.3
H 0.129 4.652 -0.160 0.2 -0.2 -0.3
H -1.064 -0.755 -7.993 -0.9 -0.4 0.1
O -4.284 -1.427 1.370 1.0 -0.7 0.3
H 2.889 2.773 2.258 -0.1 0.3 0.0
H -2.800 4.396 3.413 -0.3 0.2 0.1
H -0.723 0.777 -8.728 -0.2 0.8 -0.1
H 0.572 3.177 0.853 -0.1 0.2 -0.6
O 5.645 -1.661 -0.246 -0.3 -2.3 -0.9
H 3.397 2.213 -1.137 0.0 -0.7 0.1
C -1.845 4.110 1.589 1.0 0.1 -1.8
H 0.726 3.252 2.998 -0.1 -0.1 -0.2
H 2.317 -2.959 -5.213 0.5 -0.8 -0.5
H 2.738 2.328 -3.894 -0.3 0.0 0.0

---

Entry 4:
67
Properties=species:S:1:pos:R:3:forces:R:3 method="wB97M-V/def2-TZVPD" smiles="CS(=O)(=O)NCc1ccc(-c2cccc(C(=O)O)c2)cc1.CNC(=O)[C@H](CC(C)C)NC(C)=O" orbital_gap_ev=9.10 de_lowest_kcal_mol=0.0
H -2.917 3.939 -3.314 0.0 0.0 -0.1
H -8.406 -0.341 1.441 0.2 0.0 0.1
H -1.448 1.791 3.083 0.1 0.2 0.1
H -1.029 0.676 -0.467 0.0 0.1 -0.1
N -3.958 -0.681 3.320 0.0 1.0 0.4
H -4.671 -2.704 4.967 0.1 -0.1 0.2
C 2.195 1.579 -3.448 -0.7 0.5 -0.4
O -1.551 2.779 -1.953 -0.4 0.5 -0.9
C -5.454 1.070 2.164 -0.3 0.9 0.4
C -0.898 -0.110 0.276 -0.3 -0.2 0.2
N -6.423 0.192 1.886 -0.2 -1.1 0.0
O 6.067 -1.875 3.123 0.1 -1.0 -1.7
H -0.288 3.715 -5.564 0.1 -0.1 0.2
C 0.941 1.936 -2.927 -0.2 0.2 -0.2
C 4.498 1.020 -2.645 0.0 -0.4 0.3
H -3.089 -3.071 4.230 0.1 -0.1 0.2
H 5.560 -4.574 0.804 0.0 0.1 0.0
C -4.390 -1.905 3.006 -0.1 -0.9 -0.2
N 6.275 -1.610 0.601 0.2 -1.3 1.1
C -1.284 3.098 -3.100 0.0 -0.7 1.7
H 6.454 0.397 -2.000 -0.1 -0.1 0.0
H 6.799 -2.007 -1.385 0.0 0.0 0.2
C 5.392 0.168 -1.985 -0.6 -0.1 -0.1
H 7.108 -4.197 1.612 -0.1 0.1 0.0
H -8.216 1.176 2.358 0.0 0.0 -0.1
C 4.928 -0.992 -1.346 -0.5 0.1 -0.6
H -1.297 -1.044 -0.118 0.1 -0.1 -0.2
H 5.697 -4.703 2.573 -0.1 0.3 0.0
H -3.626 1.354 3.140 -0.2 -0.1 0.1
H 3.496 1.742 -5.168 -0.1 0.0 0.1
C 6.022 -4.147 1.693 0.2 0.2 -0.3
H 1.600 -0.635 -1.983 0.1 0.1 -0.1
C 2.537 2.015 -4.737 -0.4 0.2 0.0
H 0.680 1.615 -1.922 -0.1 0.1 -0.1
H 0.164 -0.241 0.486 0.1 0.0 -0.1
C -4.040 0.560 2.520 0.4 -0.4 -0.5
H -3.257 1.376 0.681 -0.1 0.1 0.0
C 5.898 -1.985 -0.762 -0.2 0.2 -0.4
C -3.140 0.462 1.268 0.1 -0.2 0.0
S 5.529 -2.435 1.883 -1.3 2.3 1.4
C 3.551 -1.249 -1.330 0.0 0.5 -0.3
H 6.089 -0.629 0.766 0.1 0.1 0.2
H -1.504 -0.550 2.271 -0.1 -0.1 0.1
H -7.813 1.130 0.632 -0.1 0.0 0.0
C -7.799 0.557 1.561 0.6 0.4 0.1
H -6.156 -0.785 1.842 0.0 0.1 -0.1
H 1.914 3.100 -6.492 0.0 -0.1 0.2
O -5.665 2.280 2.177 0.3 -0.2 -0.1
C -4.158 -2.974 4.046 0.1 0.1 -0.1
H 0.069 1.363 2.285 0.0 0.1 0.1
H -1.125 2.359 1.430 0.0 0.1 0.0
C 3.124 0.736 -2.676 0.5 -0.4 0.4
C 0.395 3.120 -4.962 0.1 -0.1 0.1
H 3.163 -2.127 -0.820 0.1 0.1 -0.1
H 4.879 1.903 -3.148 -0.1 -0.1 0.1
C 1.642 2.776 -5.491 -0.1 -0.1 0.5
C -0.996 1.531 2.128 -0.2 -0.4 0.1
H -4.549 -3.921 3.676 0.0 0.2 0.0
O 4.079 -2.272 1.760 1.3 -1.1 -0.4
O -4.945 -2.191 1.954 -0.2 0.2 -0.4
H -3.494 -0.364 0.650 -0.1 -0.1 0.0
C 2.659 -0.394 -1.986 0.5 -0.1 0.2
C -1.639 0.264 1.559 0.0 0.5 -0.2
H -3.524 -0.590 4.224 -0.1 0.1 0.0
O -2.141 3.797 -3.878 0.6 -0.4 0.2
C 0.026 2.713 -3.667 1.0 0.0 -1.3
H 5.464 -2.989 -0.800 0.1 0.2 0.2

---

Entry 5:
16
Properties=species:S:1:pos:R:3:forces:R:3 method="wB97M-V/def2-TZVPD" total_charge=+1 orbital_gap_ev="8.25 / 7.60" de_lowest_kcal_mol=125.9
C -0.974 -0.762 -0.837 0.2 3.4 1.6
H 0.712 2.302 0.982 0.4 0.8 0.3
H -1.985 2.482 -0.175 0.1 -0.8 0.0
H 1.035 -1.136 -1.539 -1.1 1.4 1.2
H 1.341 -1.187 2.194 -0.3 -1.4 0.5
H 0.518 0.490 -1.134 0.7 0.2 -0.6
H 0.653 -2.381 1.057 -0.3 -1.3 -0.1
N 0.945 -1.480 1.310 0.9 2.7 0.7
C -1.286 1.629 -0.017 0.4 1.4 -0.1
I 3.232 0.164 -0.080 -0.2 -0.1 0.4
N 0.492 -0.490 -0.855 0.2 -1.9 -0.6
H -2.740 0.279 -0.302 -1.8 -1.0 -0.3
H -1.319 -1.672 -1.215 -0.4 -1.2 -0.3
C -0.130 1.908 0.495 0.9 -1.4 0.3
C 1.209 -0.447 0.510 -0.6 0.8 -2.3
C -1.703 0.301 -0.394 0.9 -1.7 -0.8

---

Entry 6:
20
Properties=species:S:1:pos:R:3:forces:R:3 method="wB97M-V/def2-TZVPD" multiplicity=3 s_squared=2.0053 orbital_gap_ev="4.85 / 7.25" de_lowest_kcal_mol=0.0
H -1.443 0.507 -2.406 0.6 0.9 -1.0
H 1.046 0.135 -1.344 -1.8 0.0 -2.2
H 0.621 -1.533 2.158 -1.2 0.0 1.0
H -2.553 1.842 -1.835 -0.1 -0.2 -0.3
H -3.064 -0.655 -0.923 0.7 1.2 0.7
H -1.872 -0.668 1.268 -0.3 -1.7 0.6
H 0.807 -2.090 0.525 -0.6 -1.0 -0.9
Se -0.393 2.131 -0.655 1.6 3.1 -0.3
H 2.454 0.880 -0.763 0.1 0.6 -0.2
C 1.165 -1.432 1.263 2.5 1.2 0.4
H 2.375 -0.768 -0.904 1.1 -2.1 -0.2
C 1.788 0.040 -0.643 1.4 1.7 0.2
C -1.788 1.113 -1.580 -0.7 -2.4 0.6
C -1.429 -0.282 0.391 1.5 2.9 1.4
C 1.189 0.032 0.687 -1.7 -1.3 2.2
C -2.194 0.022 -0.647 -1.5 -1.2 -0.9
H -0.407 1.202 1.696 0.1 -0.2 -0.3
H 2.200 -1.793 1.605 -1.1 0.7 -0.9
C -0.229 0.694 0.734 -1.8 -3.0 -0.7
H 1.726 0.625 1.373 1.1 0.7 0.7

---

What did we get for molecular weight? Answer: 461.730, 108.141, 908.263, 491.610, 223.037, 175.133 g/mol, in the order shown.
What did we get for total energy? Answer: -38621.6794, -10378.7149, -83425.0075, -53015.5683, -16382.9682, -72793.8412 eV, in the order shown.